[1]
Entry from OMol25: a molecular structure, C38H57N3OPPdS3 in a non-equilibrium geometry (the ωB97M-V functional and the def2-TZVPD basis).

XYZ file:
```
104
Properties=species:S:1:pos:R:3:forces:R:3
C -0.58343 -2.52603 0.01601 -0.17 0.18 -0.01
H 2.94418 1.97910 -3.56316 -0.04 -0.01 -0.10
H -1.01642 1.37539 4.73613 -0.10 0.14 0.30
N -3.44797 -0.25063 -0.26170 -1.47 -0.52 -3.09
C -0.53024 4.22940 0.16894 -0.42 -0.10 0.02
C 3.59743 -0.67962 -2.22563 0.22 -0.18 0.03
H -2.41628 -2.81857 -1.11145 -0.12 0.08 -0.02
C 0.51156 -4.52192 -1.44762 0.06 -0.04 -0.04
H 3.71749 3.20155 -2.56788 -0.09 0.11 -0.03
H 5.70702 2.03882 -2.41739 -0.11 0.00 -0.06
H 0.88096 2.91438 -4.99637 0.14 0.05 -0.03
H 1.90229 2.18500 -1.23616 0.00 0.08 0.05
H 4.80961 -2.86846 1.94151 -0.09 0.04 -0.02
H 2.20705 -3.35526 -0.82534 0.08 0.06 -0.01
H 0.94413 -5.21748 -2.16557 0.02 -0.05 0.06
H 0.60397 3.08369 -2.56545 0.11 -0.12 0.01
H -0.09591 -3.10096 0.80047 0.03 0.06 0.07
H 1.68229 -3.02363 -2.47144 0.11 0.03 -0.01
H -1.43738 1.16753 3.02474 -0.13 0.11 0.16
H 5.12846 0.24606 -1.00836 0.01 -0.05 0.03
N -2.49453 0.14405 -1.04748 1.66 0.30 2.05
S 0.81795 2.27008 1.61311 0.21 0.62 0.18
H 2.98616 -3.29796 3.59068 -0.07 0.04 0.07
C -2.56728 0.01925 -2.33674 -1.08 -0.50 -1.12
C -1.36303 0.46255 -4.47266 -0.24 -0.05 0.48
H -0.06862 -1.61603 -1.84857 0.11 0.00 0.07
H 0.57730 -4.99560 -0.46637 0.04 -0.07 0.02
H -3.36809 2.07265 2.42863 0.09 -0.04 0.12
H 3.69730 0.74840 0.98669 -0.04 0.04 0.06
C 0.50103 2.05000 3.39948 0.16 0.18 -0.49
H 5.51325 -0.72442 1.36085 -0.06 0.07 -0.05
H 3.45850 -0.87955 -3.28894 -0.07 -0.13 -0.03
C -1.50418 0.65263 -3.09408 0.36 0.06 -0.33
H -1.48002 -5.21036 -1.88609 -0.02 0.05 -0.09
C 0.23675 2.21974 -4.48299 -0.34 -0.22 -0.23
H 2.87574 0.31117 2.46870 -0.09 0.04 0.10
C -3.23484 -0.18467 1.05159 1.20 0.33 2.11
H 0.91928 2.91669 3.91048 0.21 -0.09 0.03
C 3.11103 -2.31209 3.14510 -0.06 0.02 0.03
C -5.58281 -0.90776 1.22675 -0.01 0.01 -0.13
H -0.81736 5.27869 0.08703 0.05 0.00 -0.08
C 2.65448 -1.17890 0.92724 -0.49 0.49 -0.10
H -4.55102 -0.69181 -2.27431 0.01 -0.11 -0.07
H 5.12236 1.26174 -3.86637 0.01 -0.04 0.01
H -3.49540 -1.62864 -3.33637 0.08 -0.16 -0.03
C 4.89890 1.41531 -2.80978 0.27 0.00 -0.03
C -6.65556 -1.22951 3.34110 -0.03 0.02 -0.25
C 0.07146 2.31324 -3.10649 0.02 0.10 0.14
C -4.38631 -0.55916 1.87550 0.13 0.07 -0.33
C 0.47201 -2.03959 -0.98486 0.08 0.58 0.41
H -1.96681 -0.27086 -4.98540 -0.09 -0.03 0.00
O -2.12184 0.21412 1.49537 -0.58 -0.33 0.44
H 5.73099 -0.52963 -2.45367 -0.01 -0.07 0.08
H -1.00877 -3.75067 -2.73889 -0.04 -0.02 -0.09
C 4.91472 0.08047 -2.06794 0.03 -0.09 0.01
H 3.67862 -1.64890 -1.73405 -0.06 -0.03 -0.09
C 4.76282 -0.70583 2.15395 0.18 0.21 0.22
C 0.27029 4.00769 1.43184 0.32 -0.43 -0.26
H 2.89511 -1.57464 3.92210 -0.05 -0.05 0.09
H -1.07644 -1.67457 0.49919 0.09 -0.23 0.05
H 5.16810 -0.06429 2.94035 -0.01 0.01 -0.05
H -4.07950 4.03289 0.87561 -0.01 0.05 0.19
H -0.30310 4.25808 2.32735 0.00 0.21 0.04
H -2.06822 -4.07038 0.06517 -0.07 0.03 -0.03
P 1.36657 -0.54028 -0.29357 0.46 -1.14 -1.04
H 1.63612 0.15393 -2.53679 0.01 0.01 0.08
C -0.95129 -4.26398 -1.77515 0.00 -0.13 -0.11
H -0.31121 1.09866 -6.23413 -0.03 -0.01 -0.10
H -5.44393 -0.91075 5.07305 0.04 0.02 0.07
C 2.11152 -2.14832 1.98124 0.18 -0.21 0.11
H -7.61891 -1.51045 1.44629 -0.07 0.00 -0.05
C -1.61248 -3.41890 -0.68262 0.08 -0.09 0.12
H 1.06920 1.16484 3.68167 -0.03 -0.01 0.12
H 3.35515 -1.71572 0.27515 -0.17 0.06 -0.06
H -7.53613 -1.48776 3.91094 -0.02 -0.02 0.07
C 2.38079 0.13262 -1.72870 -0.47 0.28 0.45
H 1.15864 -1.79185 2.38010 -0.13 -0.04 -0.05
H 1.94852 -3.12725 1.52941 -0.15 0.02 -0.03
H -4.06576 -0.04739 -3.85405 0.04 0.03 -0.09
Pd -0.64059 0.98222 -0.10479 -0.08 -0.23 0.36
C 1.33019 -3.21921 -1.45852 -0.03 -0.09 -0.10
H -5.61164 -0.91414 0.14981 -0.07 -0.02 -0.02
C -5.47395 -0.89388 3.99396 0.24 0.04 0.15
S -2.04359 3.21465 0.04107 -0.05 0.73 0.00
N -0.71988 1.51400 -2.40141 0.29 0.26 -0.23
H -3.42482 -0.32505 3.78980 0.16 -0.01 0.06
C 2.79233 1.59018 -1.46120 -0.10 0.03 -0.17
C -3.26444 3.13611 2.62908 -0.01 -0.09 0.39
C -4.34201 -0.56319 3.27410 -0.08 0.03 0.06
C 4.54881 -2.11802 2.69488 0.21 -0.36 0.08
C -0.96279 1.83302 3.74746 -0.46 0.23 -0.19
C -0.45391 1.23466 -5.17335 0.28 0.28 0.15
H 0.05670 3.96824 -0.71315 -0.03 0.08 0.04
H 5.22762 -2.30619 3.52996 -0.06 0.01 -0.08
C -3.09947 3.94433 1.34765 0.44 -0.03 -0.43
C -6.70622 -1.23720 1.95241 -0.07 -0.07 0.19
H 1.16748 4.62941 1.40309 -0.09 0.07 0.20
H -2.72598 4.94728 1.54936 -0.13 0.12 -0.06
C 3.55096 2.13061 -2.66864 -0.05 0.13 0.15
H 3.44273 1.66677 -0.59338 -0.06 0.02 0.07
C 3.45906 -0.08800 1.63846 0.20 0.02 -0.35
C -3.73821 -0.62404 -2.99248 0.01 0.14 0.10
H -4.16815 3.48742 3.12941 0.00 0.07 0.20
S -1.93629 3.38063 3.85752 -0.02 -0.85 -0.44
```
Forces are in eV/Å.

Summary:
E ... -92096.34143 eV
E_LUMO (spin up / spin down) ... -8.752 / -12.282 eV
Spin multiplicity ... 5
Relative energy (zero: lowest compared OMol25 entry of this formula, charge and spin) ... 26.9 kcal per mole
Charge ... +3
HOMO level (spin up / spin down) ... -15.8034 / -16.6160 eV


[2]
Entry from OMol25: C6H17F2N4P in the gas phase in a non-equilibrium geometry (the ωB97M-V functional and the def2-TZVPD basis).

XYZ file:
```
30
Properties=species:S:1:pos:R:3:forces:R:3
C 0.52950 -2.65373 -0.39512 0.17 -0.14 -0.17
H 1.38672 -3.01715 0.18412 -0.05 0.02 0.01
H 2.63922 2.27879 -0.93446 0.05 -0.01 -0.02
C 1.83236 0.77195 1.23478 -0.06 0.00 0.05
H -2.74088 0.91968 -1.46164 0.13 -0.07 0.09
H -1.46399 2.71475 -0.61040 0.06 -0.03 0.09
H -2.06332 2.48900 1.05396 0.15 0.04 -0.12
C -1.28516 2.19620 0.34220 -0.04 0.34 0.08
P 0.00483 -0.03145 -0.56103 -0.55 0.08 1.75
H -0.31151 2.49664 0.72542 -0.11 0.10 0.02
H -1.20955 -2.59412 1.62370 0.08 0.10 0.01
H -0.19221 -3.47104 -0.49744 0.05 0.04 0.01
C 2.31896 1.24801 -1.10997 0.08 0.23 -0.27
H 0.28320 -1.87650 2.27676 -0.10 -0.03 -0.05
H 0.87387 -2.36068 -1.38656 -0.01 -0.16 0.01
N 0.09242 -0.10147 -2.14386 0.58 0.19 -0.53
F -3.66049 0.54545 0.26734 -0.60 0.18 0.46
H -2.54268 -0.74793 -0.75995 0.03 0.19 -0.10
H 2.62663 0.02114 1.32687 -0.05 -0.03 0.01
F -1.06713 -0.72882 -2.70885 -0.21 -0.18 0.25
H 3.19857 0.59644 -1.07491 -0.01 -0.02 0.02
C -2.60583 0.32300 -0.55459 2.09 0.20 1.10
H 1.85708 1.16810 -2.09097 0.22 0.12 -0.02
H -1.12689 -0.84138 1.90326 0.06 -0.15 0.09
H 2.24360 1.73821 1.54320 -0.06 -0.05 0.03
N -0.09103 -1.50610 0.23232 -0.03 0.68 -0.65
H 1.01364 0.50922 1.90114 0.06 0.02 0.18
N -1.31617 0.75159 0.20606 -1.41 -1.15 -2.11
N 1.33266 0.87534 -0.11808 -0.39 -0.50 -0.38
C -0.55643 -1.71317 1.58669 -0.12 0.01 0.14
```
Forces are in eV/Å.

Summary:
E ... -27179.82545 eV
Structure (SMILES) ... CN(C)P(=NF)(N(C)C)N(C)CF
E_LUMO ... 0.750 eV
Relative energy (zero: lowest compared OMol25 entry of this formula, charge and spin) ... 0.0 kcal per mole
HOMO level ... -8.5446 eV